Entry 1:
C57H44BGaIO22 | wB97M-V/def2-TZVPD

The geometry in XYZ format:
```
126
Properties=species:S:1:pos:R:3:mulliken_charge:R:1
I 6.54 2.63 0.90 0.2626
Ga 7.99 1.75 4.62 0.3574
O 11.00 2.00 6.47 -0.6101
O -4.92 -1.92 -1.44 -0.6103
O -6.66 -2.95 -4.67 -0.5941
O 2.37 3.17 -0.91 -0.4903
O -15.85 -7.03 -7.12 -0.5468
O -10.78 -3.96 -1.47 -0.5272
O 8.68 4.92 6.25 -0.1482
O 8.59 8.79 9.90 -0.5928
O 2.08 -0.78 -2.16 -0.3916
O -0.80 -0.91 -4.65 -0.6701
O -13.78 -1.12 0.79 -0.5548
O 10.92 3.62 4.53 -0.4643
O 10.59 3.10 0.08 -0.5384
O -11.79 -3.72 -6.18 -0.5404
O 3.38 -5.37 -4.52 -0.5803
O -12.63 -5.09 4.14 -0.5527
O 5.47 4.69 2.89 -0.5542
O 1.07 7.75 1.45 -0.5711
O 10.68 -0.77 -3.57 -0.5792
O 5.21 -0.38 1.33 -0.5113
O 0.05 -0.66 0.09 -0.6458
O 9.83 1.31 4.22 -0.4276
C 6.47 3.77 2.77 -0.0456
C 2.93 4.82 0.67 -0.1222
C -3.98 -1.69 -2.18 0.6812
C 11.78 2.01 -1.64 -0.3405
C -12.72 -4.48 -6.40 0.6219
C 0.50 6.09 -0.13 -0.4546
C 4.02 -0.45 1.04 0.3450
C 1.88 -1.63 1.22 -0.4797
C -1.75 -1.14 -3.91 0.5333
C 7.46 6.98 8.88 -0.3892
C -8.48 -3.51 -1.67 -0.4871
C -12.57 -4.27 1.93 -0.2965
C 1.37 6.69 0.91 0.2414
C 6.81 0.26 3.79 -0.4800
C 8.61 7.90 9.06 0.3793
C 2.38 -1.84 -2.70 0.1278
C -3.11 -1.36 -4.45 -0.6980
C -13.16 -4.79 -7.77 -0.4223
C 10.66 0.12 -2.73 0.3904
C -13.46 -5.13 -5.29 -0.2338
C 1.24 -0.60 0.38 0.3906
C 1.84 -3.59 -4.33 -0.5081
C 9.80 6.73 7.26 -0.2890
C 9.78 7.70 8.18 -0.3694
C 0.83 4.94 -0.72 -0.4125
C -2.62 -1.47 -1.64 -0.4539
C 3.18 -1.56 1.53 -0.5486
C -12.85 -3.27 1.09 -0.2950
C 2.08 0.51 -0.11 -0.1430
C -13.84 -1.95 3.00 -0.3344
C 1.51 -2.44 -3.74 -0.2696
C 11.80 1.04 -2.56 -0.3836
C -13.55 -2.94 3.84 -0.3804
C -8.97 -3.40 -4.48 -0.4947
C 9.46 1.29 -0.94 -0.0141
C -4.14 -1.62 -3.64 -0.1934
C 3.08 -4.31 -3.98 0.2745
C 8.66 5.81 7.09 -0.0375
C -7.61 -3.18 -3.94 0.6484
C 3.94 -3.71 -2.94 -0.5012
C -7.44 -3.25 -2.47 -0.1993
C -14.91 -6.27 -6.90 0.3099
C -14.48 -5.96 -5.53 -0.4628
C 2.61 5.97 1.26 -0.2951
C -12.89 -4.18 3.37 0.3510
C -13.51 -2.04 1.56 0.3077
C -9.83 -3.73 -2.21 0.3254
C 7.51 3.67 4.03 0.1094
C -14.18 -5.62 -8.01 -0.3905
C 9.49 0.32 -1.85 -0.5466
C 10.61 2.21 -0.76 0.3085
C 7.49 6.01 7.97 -0.2701
C 3.38 0.58 0.20 -0.0734
C -1.58 -1.21 -2.44 -0.1017
C -10.00 -3.66 -3.67 -0.1408
C 2.07 4.22 -0.37 0.4297
C 3.62 -2.56 -2.35 -0.3149
B 10.59 2.29 5.07 0.4063
H 1.22 -4.04 -5.10 0.4717
H 0.21 4.49 -1.48 0.4253
H -0.58 -1.05 -2.06 0.3288
H 7.88 1.73 6.24 -0.3635
H 3.67 -2.30 2.14 0.4689
H 10.65 6.57 6.61 0.4758
H -13.79 -2.89 4.90 0.4034
H -12.08 -5.18 1.61 0.4414
H 7.01 4.22 4.95 0.0059
H -12.62 -3.32 0.03 0.5153
H -3.21 -1.31 -5.52 0.4452
H 4.24 -2.11 -1.59 0.5472
H -13.13 -4.89 -4.29 0.4424
H -2.51 -1.53 -0.56 0.4990
H -11.00 -3.82 -4.05 0.2201
H -15.03 -6.44 -4.73 0.4174
H -8.37 -3.56 -0.59 0.4699
H -5.14 -1.79 -4.02 0.2741
H -0.40 6.64 -0.37 0.4020
H 12.61 2.69 -1.50 0.4119
H 0.61 -1.90 -3.99 0.6633
H 10.67 3.58 3.55 0.2832
H -12.61 -4.31 -8.57 0.4154
H 12.65 0.88 -3.21 0.3936
H -14.51 -5.86 -9.01 0.3997
H -14.33 -1.03 3.32 0.4027
H 8.61 1.45 -0.28 0.2084
H 4.85 -4.25 -2.70 0.4475
H 8.66 -0.36 -1.99 0.4852
H 4.01 1.39 -0.14 0.1571
H 3.23 6.42 2.03 0.5065
H 10.61 8.38 8.32 0.3911
H 5.91 0.63 3.15 -0.0700
H -6.44 -3.08 -2.09 0.3040
H 6.34 -0.34 4.71 0.2282
H 1.60 1.26 -0.72 0.5220
H 8.48 4.27 3.73 0.1802
H 10.22 2.11 7.09 0.2924
H 7.52 -0.50 3.24 0.1629
H 6.61 7.14 9.54 0.3955
H -9.07 -3.34 -5.55 0.4521
H 3.84 4.28 0.92 0.3259
H 6.66 5.33 7.83 0.4511
H 1.25 -2.44 1.56 0.4730
```

* multiplicity: 1
* net charge: -1
* HOMO level: -5.63 eV
* ΔE to the lowest compared entry with this formula, charge and spin: 274.3 kJ/mol
* gap between HOMO and LUMO: 0.158 Eh
* lowest unoccupied orbital energy: -1.34 eV

---

Entry 2:
C16H25O5PSeV | wB97M-V/def2-TZVPD

The geometry in XYZ format:
```
49
Properties=species:S:1:pos:R:3:mulliken_spin:R:1
Se -0.71 1.61 1.91 -0.0379
V 0.05 -0.41 1.07 2.8368
P 2.18 -0.50 1.91 0.0076
O 0.13 -2.16 0.70 -0.0132
O -0.42 -2.88 -1.33 -0.0032
O -2.42 -1.09 0.69 0.0014
O -2.40 0.65 -2.45 0.0020
O -0.68 0.28 -1.07 0.0358
C -1.86 0.24 -1.30 0.0075
C -0.40 1.66 3.83 0.0273
C 0.07 2.84 4.42 0.0133
C -0.68 -2.52 -0.20 0.0190
C -2.92 -0.25 -0.33 0.0119
C -2.16 -2.43 0.28 -0.0054
C 2.78 0.54 3.30 0.0317
C 3.21 0.07 0.50 0.0071
C -0.69 0.54 4.62 -0.0232
C 0.34 4.07 3.62 -0.0033
C -1.26 -0.72 4.04 0.0664
C 0.13 1.86 8.09 0.0003
C 2.92 -2.13 2.28 0.0225
C -0.49 0.62 5.99 0.0064
C 0.25 2.87 5.80 0.0021
C -0.02 1.77 6.60 -0.0042
H -1.52 -1.42 4.82 0.0089
H 2.38 1.55 3.18 -0.0001
H 0.00 0.89 8.56 0.0000
H 3.87 0.57 3.31 -0.0018
H 1.11 2.25 8.37 -0.0002
H 2.40 0.13 4.23 -0.0011
H 4.26 0.16 0.76 0.0005
H -3.72 -0.75 -0.90 0.0008
H -1.72 0.97 -3.06 -0.0010
H 0.78 4.84 4.25 -0.0003
H -2.85 -2.75 -0.50 -0.0007
H 0.60 3.78 6.26 0.0005
H -0.63 2.54 8.49 -0.0002
H 2.53 -2.49 3.23 -0.0017
H 4.01 -2.06 2.33 0.0001
H -0.59 4.43 3.20 0.0007
H 1.02 3.86 2.79 -0.0006
H 3.08 -0.64 -0.32 0.0148
H 2.62 -2.82 1.50 -0.0003
H -2.28 -3.04 1.18 -0.0049
H -0.53 -1.19 3.36 -0.0159
H -0.71 -0.25 6.60 -0.0005
H -2.16 -0.49 3.45 -0.0121
H 2.82 1.04 0.17 0.0072
H -3.33 0.63 0.19 -0.0008
```

* multiplicity: 4
* ⟨S²⟩: 3.76
* net charge: 0
* HOMO level (alpha / beta): -7.09 / -7.49 eV
* ΔE to the lowest compared entry with this formula, charge and spin: 118.8 kJ/mol
* gap between HOMO and LUMO (alpha / beta): 0.275 / 0.289 Eh
* lowest unoccupied orbital energy (alpha / beta): 0.39 / 0.38 eV

---

Entry 3:
C13H12F9N3O6PS3 | wB97M-V/def2-TZVPD

The geometry in XYZ format:
```
47
Properties=species:S:1:pos:R:3:mulliken_charge:R:1
S -1.31 -1.65 -0.96 1.0409
S 0.85 -1.25 -5.22 -0.2667
S 3.06 2.96 -1.15 1.4575
P 2.69 1.33 1.65 0.1916
F -4.99 -2.00 -0.30 -0.2619
F -5.98 -1.97 3.10 -0.2324
F -3.42 -3.42 -0.22 -0.2795
F -4.18 -0.96 3.61 -0.2558
F -3.44 -0.26 -0.90 -0.3039
F -4.61 -3.67 1.95 -0.3024
F -5.23 -0.37 1.82 -0.2460
F -2.82 -2.62 2.43 -0.2189
F -2.55 -0.32 1.02 -0.2043
O 4.24 1.39 1.08 -0.4771
O 2.79 0.07 2.71 -0.5350
O -1.77 -2.02 -2.25 -0.5873
O 3.14 3.69 0.07 -0.6088
O -0.67 -2.77 -0.36 -0.6000
O 2.74 3.88 -2.21 -0.6637
N -0.09 -0.37 -0.98 -0.0240
N -0.58 0.09 -3.29 -0.5280
N 1.31 1.93 -3.44 -0.4704
C 0.15 0.32 -2.11 0.0853
C 0.33 -0.76 1.49 -0.7331
C 1.60 0.88 0.16 0.9097
C -4.01 -2.47 1.83 0.5216
C 0.02 -0.67 -4.07 0.5137
C -4.90 -1.42 2.58 0.7761
C 4.65 2.24 -1.61 -1.0359
C 0.61 -0.08 0.17 0.6017
C -0.14 0.28 2.57 -1.4631
C -2.81 -1.08 -0.04 0.6229
C 1.85 1.61 -1.03 -0.3291
C 1.12 1.30 -2.18 0.2657
C -3.83 -2.25 0.29 0.5987
H 0.47 0.17 3.46 0.2865
H 4.74 2.23 -2.70 0.3594
H 4.82 1.05 1.76 0.3274
H 4.78 1.25 -1.18 0.3662
H 5.42 2.89 -1.20 0.4178
H 2.29 2.06 -3.62 0.2395
H 1.19 -1.33 1.83 0.4808
H 0.89 2.85 -3.38 0.3124
H 3.36 -0.64 2.37 0.3366
H -1.17 0.06 2.87 0.4034
H -0.49 -1.47 1.44 0.0640
H -0.13 1.30 2.17 0.4482
```

* multiplicity: 1
* net charge: +1
* HOMO level: -12.13 eV
* gap between HOMO and LUMO: 0.246 Eh
* lowest unoccupied orbital energy: -5.45 eV

---

Entry 4:
C4H3BN5 | wB97M-V/def2-TZVPD

The geometry in XYZ format:
```
13
Properties=species:S:1:pos:R:3:mulliken_charge:R:1
N 2.31 -0.77 1.97 -0.2832
N -1.41 0.72 1.26 0.4859
N -1.15 1.90 1.43 -0.5889
N -1.81 -2.49 0.71 -0.3626
N -1.40 -1.46 0.74 0.7163
C 0.83 -0.10 -1.15 -0.0854
C -0.83 -0.30 0.74 0.1223
C 0.62 -0.32 0.10 0.3616
C 1.57 -0.54 1.13 0.2507
B 0.99 0.21 -2.56 -0.0445
H 0.26 -0.21 -3.37 0.0461
H 1.86 0.91 -2.89 0.0598
H -1.84 2.46 1.91 0.3218
```

* multiplicity: 1
* net charge: +1
* HOMO level (alpha / beta): -13.79 / -15.27 eV
* ΔE to the lowest compared entry with this formula, charge and spin: 0.0 kJ/mol
* gap between HOMO and LUMO (alpha / beta): 0.220 / 0.324 Eh
* lowest unoccupied orbital energy (alpha / beta): -7.79 / -6.46 eV

---

Entry 5:
CHCl3N2O | wB97M-V/def2-TZVPD

The geometry in XYZ format:
```
8
Properties=species:S:1:pos:R:3:mulliken_charge:R:1
Cl -2.09 1.11 -0.36 -0.0248
Cl -2.03 -1.80 -0.24 0.0057
Cl 2.56 -0.25 -0.38 -0.2083
O 1.22 1.92 0.24 -0.3812
N 0.12 -0.21 0.14 -0.1826
N -1.38 -0.34 0.32 -0.1080
C 1.16 0.75 0.17 0.6135
H 0.44 -1.17 0.11 0.2857
```

* multiplicity: 1
* net charge: 0
* HOMO level: -9.71 eV
* ΔE to the lowest compared entry with this formula, charge and spin: 77.1 kJ/mol
* gap between HOMO and LUMO: 0.326 Eh
* SMILES string: O=C(Cl)NN(Cl)Cl
* lowest unoccupied orbital energy: -0.85 eV

---

Entry 6:
CI2S | wB97M-V/def2-TZVPD

The geometry in XYZ format:
```
4
Properties=species:S:1:pos:R:3:mulliken_charge:R:1
I -0.95 -1.89 -0.10 0.2423
I 2.52 0.23 -0.08 -0.0874
S -1.17 1.51 0.08 -0.0478
C -0.40 0.15 0.11 -0.1071
```

* multiplicity: 1
* net charge: 0
* HOMO level (alpha / beta): -9.35 / -8.81 eV
* ΔE to the lowest compared entry with this formula, charge and spin: 129.8 kJ/mol
* gap between HOMO and LUMO (alpha / beta): 0.265 / 0.236 Eh
* lowest unoccupied orbital energy (alpha / beta): -2.13 / -2.40 eV